No. 1
The following is a quantum chemistry calculation of a 6-piece molecular cluster, C38H72BBr2FN2O11S5 overall, from OMol25.

Geometry as XYZ:
```
132
Properties=species:S:1:pos:R:3:forces:R:3
C 4.413389 -3.851209 1.729895 0.6 -0.3 -0.4
C 5.424944 -3.898101 0.536908 -0.8 1.4 0.1
C 5.693390 -2.416990 0.112943 0.0 -1.2 -0.7
C 6.533468 -2.312114 -1.194424 0.6 0.3 1.2
C 7.337773 -0.976448 -1.249018 -0.5 -0.1 -0.1
C 6.819467 0.080007 -2.270006 0.4 -0.7 0.3
C 5.283199 0.136989 -2.407082 0.2 0.9 0.0
C 4.595250 0.601686 -1.087920 0.9 0.2 -0.2
C 4.107442 2.081009 -1.148002 0.1 -0.5 -0.1
C 2.869542 2.373003 -0.314488 -0.3 0.2 0.1
C 2.938225 3.097198 0.947940 -0.8 -0.2 -0.8
C 4.211774 3.603304 1.596271 -0.4 -0.5 0.3
Br 5.090033 4.973207 0.466115 -0.2 -0.2 0.3
C 5.207364 2.515681 2.148962 0.6 0.8 -0.4
C 6.581343 2.427647 1.462539 0.1 -1.1 0.8
Br 4.361781 0.731437 2.299476 0.2 0.4 0.2
C 1.744715 3.341329 1.602702 0.4 -0.3 -0.5
O 1.739480 4.016061 2.802352 0.2 0.0 0.0
C 0.477745 2.916554 1.075145 0.3 0.1 0.3
N -0.634542 3.243649 1.784309 -0.5 -0.6 -0.8
C -1.761948 2.842470 1.235396 0.3 0.2 0.4
C -3.038232 3.250620 1.974540 -0.3 -0.2 -0.2
C -3.869182 4.223573 1.142988 0.0 -0.8 0.0
O -3.436626 5.012074 0.384568 0.0 0.5 -0.3
F -5.219812 4.125017 1.278383 0.4 -0.2 0.4
C -1.792929 2.077809 0.009915 -1.3 -0.3 -0.4
C -3.163852 1.655362 -0.527853 0.7 0.4 -0.5
O -3.865407 0.865268 0.396682 0.3 -0.1 -0.3
C -3.724861 -0.550523 0.168289 -1.5 -0.2 1.4
C -5.133931 -1.126860 -0.191245 1.0 0.0 -0.7
O -5.070450 -1.670553 -1.516109 -0.4 -0.4 0.8
C -4.446131 -2.952512 -1.499294 -0.5 0.0 -1.5
C -4.744645 -3.622604 -2.882593 0.4 0.4 1.2
N -0.740058 1.724964 -0.702311 -0.4 1.2 1.9
C 0.409109 2.191542 -0.134303 2.1 -0.3 -0.6
C 1.651579 1.922594 -0.818254 0.3 0.2 -0.1
C 1.580751 1.120124 -2.111485 -0.6 0.0 0.4
B 1.485616 -0.459513 -1.836674 0.2 0.0 0.1
O 1.296115 -0.963319 -0.541764 0.5 -0.1 -1.1
O 1.611826 -1.369357 -2.866829 -0.6 0.3 0.5
H 4.957051 -4.097734 2.647670 -0.4 0.0 0.0
H 3.570979 -4.534406 1.577852 0.2 0.0 0.2
H 3.989971 -2.843373 1.831671 0.1 -0.2 0.1
H 4.983297 -4.428412 -0.317495 0.3 0.0 0.2
H 6.378916 -4.350567 0.827549 -0.3 -0.2 -0.2
H 6.213108 -1.937253 0.952673 -0.1 0.2 -0.2
H 4.707085 -1.954254 -0.022175 0.3 0.1 0.1
H 7.266106 -3.129569 -1.132389 -0.2 0.1 -0.3
H 5.919758 -2.468950 -2.087049 0.1 0.0 0.2
H 7.316890 -0.508470 -0.254204 0.0 -0.2 -0.1
H 8.390359 -1.233090 -1.431352 -0.2 0.4 -0.2
H 7.305210 -0.123289 -3.235052 -0.4 0.1 0.0
H 7.214584 1.055162 -1.942202 -0.3 -0.1 -0.2
H 5.091643 0.904667 -3.175736 -0.1 -0.3 0.1
H 4.866453 -0.798868 -2.790068 0.1 0.1 0.2
H 5.390740 0.571013 -0.333940 -0.4 -0.2 0.1
H 3.835586 -0.100532 -0.739138 0.0 0.2 -0.2
H 4.960049 2.716722 -0.896227 -0.3 0.0 0.1
H 3.894011 2.289147 -2.204569 -0.1 0.2 0.4
H 3.882025 4.166596 2.471573 0.2 0.0 -0.4
H 5.415746 2.785869 3.188291 -0.2 -0.2 -0.2
H 6.544143 2.089588 0.425572 0.0 0.4 0.1
H 7.147413 1.659541 2.014239 -0.1 0.1 -0.2
H 7.154144 3.349967 1.590241 -0.4 0.0 -0.3
H 1.493247 3.389647 3.489805 -0.3 0.1 0.1
H -3.606122 2.364577 2.269877 -0.2 0.3 -0.3
H -2.779161 3.782249 2.898741 0.2 -0.1 -0.2
H -3.011209 1.125202 -1.478874 0.1 0.1 0.2
H -3.721012 2.567232 -0.796191 -0.2 -0.3 0.3
H -3.443710 -0.993647 1.135598 0.2 0.2 -0.3
H -2.968650 -0.815167 -0.575942 -0.2 0.3 0.0
H -5.906300 -0.353289 -0.203879 0.4 0.1 0.1
H -5.437137 -1.883324 0.547574 0.1 0.1 -0.2
H -3.357436 -2.843547 -1.391695 -0.2 -0.1 0.4
H -4.889715 -3.568262 -0.705203 0.4 0.2 0.1
H -3.788610 -3.864739 -3.352532 -0.4 -0.3 -0.2
H -5.297811 -2.911016 -3.502921 0.1 -0.2 0.1
H -5.349040 -4.509818 -2.680465 0.2 0.0 -0.5
H 2.373801 1.388022 -2.815513 -0.1 -0.2 0.2
H 0.630304 1.375835 -2.612394 0.3 0.0 0.1
H 2.107855 -0.794784 -0.051512 -0.2 0.2 0.5
H 1.427577 -0.956210 -3.714196 0.3 0.0 -0.2
C -8.793631 5.756637 5.172486 0.0 0.1 0.0
S -7.389477 4.758744 4.649625 0.0 -0.1 0.0
O -6.507260 4.580841 5.835357 0.0 0.1 -0.1
C -6.638703 6.020599 3.608853 0.0 0.2 0.0
H -9.385998 5.168434 5.870439 0.1 -0.1 0.0
H -8.439572 6.662286 5.665542 0.1 0.0 0.0
H -9.400952 6.010775 4.303530 0.0 0.0 0.0
H -6.426697 6.910847 4.202055 0.0 0.0 0.1
H -7.315417 6.264893 2.789964 0.0 -0.1 0.0
H -5.711817 5.625952 3.202527 0.0 -0.1 0.0
C 5.828775 -5.334292 -4.771720 0.0 0.0 -0.1
S 5.142054 -5.540145 -3.120229 0.0 0.1 0.0
O 6.130069 -6.314884 -2.324122 -0.1 0.0 -0.1
C 3.834178 -6.674807 -3.610594 0.0 -0.1 -0.1
H 6.697144 -4.682188 -4.698460 0.0 0.0 0.1
H 6.131207 -6.303592 -5.168745 0.0 0.0 0.1
H 5.082082 -4.875161 -5.420184 0.0 0.0 0.0
H 4.268398 -7.555434 -4.084561 0.1 0.0 0.0
H 3.154802 -6.170163 -4.297853 0.0 0.0 0.0
H 3.290856 -6.971978 -2.715885 0.0 0.1 0.0
C -5.462828 -0.898740 5.824883 0.0 -0.1 0.1
S -5.222084 -0.153515 4.205019 0.0 0.2 0.0
O -5.361746 -1.233539 3.191520 0.1 -0.1 0.0
C -3.462196 0.164847 4.414484 0.1 -0.1 0.0
H -6.501807 -1.212527 5.902235 0.0 0.0 -0.1
H -4.809480 -1.764915 5.933088 0.0 0.0 -0.1
H -5.246633 -0.161103 6.597872 0.0 0.0 0.0
H -2.938664 -0.770250 4.615788 -0.1 0.0 0.0
H -3.316338 0.865735 5.237021 0.0 0.0 0.0
H -3.083759 0.602023 3.491946 -0.1 0.0 0.0
C -0.678731 5.992802 0.104859 0.3 0.2 0.1
S 0.451956 6.588961 -1.159253 0.0 0.0 0.0
O 1.651944 5.708341 -1.129372 0.0 0.0 0.1
C 0.889188 8.117052 -0.312756 0.1 0.1 0.1
H -1.045385 5.018617 -0.200437 0.0 0.1 -0.1
H -0.151984 5.903163 1.056737 0.1 0.0 0.0
H -1.516946 6.681045 0.197920 0.0 0.0 -0.1
H 1.311534 7.887942 0.666139 0.0 -0.1 0.0
H 0.000527 8.739825 -0.206512 0.0 0.0 0.0
H 1.629020 8.639761 -0.916083 0.0 -0.1 0.0
C -6.490312 -8.842215 -2.290869 -0.1 0.0 0.1
S -5.468746 -8.811312 -3.773201 0.1 0.0 0.0
O -4.509436 -7.685005 -3.625068 -0.2 0.0 0.0
C -6.773648 -8.260085 -4.884152 -0.1 0.1 0.0
H -5.859459 -9.125653 -1.450819 0.1 0.0 -0.1
H -6.913082 -7.852973 -2.113630 0.0 0.0 0.0
H -7.285517 -9.577978 -2.413448 0.0 0.0 0.0
H -7.177350 -7.308907 -4.536286 0.1 0.0 0.0
H -7.560000 -9.014331 -4.923055 0.0 0.0 0.0
H -6.342925 -8.132973 -5.875269 0.1 0.0 0.0
```
Forces are in eV/Å.

E_LUMO   -0.23 eV
Multiplicity   1
E_HOMO   -8.28 eV



No. 2
The following is a quantum chemistry calculation of a 5-piece molecular cluster, C38H72F2I2N2O8 overall, from OMol25.

Geometry as XYZ:
```
124
Properties=species:S:1:pos:R:3:forces:R:3
C 0.359404 -7.637532 2.011839 -0.3 -0.6 0.9
C -1.153868 -7.973888 2.186545 -0.1 0.2 -0.9
C -2.073646 -6.730643 2.407068 0.4 -0.8 0.4
C -1.449499 -5.603668 3.280372 -0.9 0.7 -0.3
C -1.308320 -4.287740 2.452844 -0.1 -0.6 0.6
C -0.816210 -3.089987 3.297285 0.0 -0.4 -0.3
C 0.628990 -3.294058 3.833589 -0.2 0.3 -0.6
C 1.402142 -1.974526 4.083883 0.2 -0.7 0.9
C 0.714610 -1.014878 5.108743 0.0 0.5 -0.8
C 0.732863 0.445434 4.554862 -0.4 -0.5 0.7
C -0.257283 0.531956 3.354441 1.2 0.0 0.4
C -0.766992 1.962570 2.957670 -0.3 -1.9 1.1
C 0.071282 3.145044 3.474522 1.0 1.1 -1.3
N 1.522084 3.107386 3.110938 -0.2 -0.4 0.3
O -1.092138 1.927566 1.593203 0.1 0.8 0.2
C -0.151580 2.344830 0.640934 1.0 0.8 -1.8
C 0.944399 1.323250 0.270210 0.3 -0.1 -0.5
O 0.442291 0.028091 0.030832 0.0 0.1 0.7
C 1.462739 -0.916422 -0.209514 0.1 -1.3 -0.5
C 0.963126 -2.379764 0.036588 0.7 0.4 -0.3
C -0.989168 2.840498 -0.606018 -0.7 -1.0 1.2
I 0.057238 4.476566 -1.601257 -0.3 -0.5 0.1
C -1.507171 1.778992 -1.591774 0.6 1.0 -1.8
C -0.459268 1.208001 -2.619937 -0.8 -0.6 0.2
I -2.735404 0.219644 -0.717554 0.1 0.3 -0.1
N -2.145148 2.076578 3.597813 0.0 -1.1 -0.8
C -2.175627 1.895188 4.985698 -0.3 -1.4 -1.0
O -2.142701 2.734942 5.768005 0.1 3.1 2.6
F -2.314811 0.645692 5.472696 0.1 -0.5 -1.3
C -2.870639 3.201675 3.126069 -0.5 -1.8 -1.1
O -2.808135 4.298821 3.465777 0.4 2.9 1.3
F -3.723019 2.901355 2.128889 0.3 -0.8 0.2
H 0.818231 -8.274682 1.240814 -0.1 0.4 0.2
H 0.865334 -7.890001 2.963126 0.0 0.3 -0.5
H 0.540209 -6.571853 1.806452 -0.1 -0.4 -0.1
H -1.318832 -8.733011 2.970435 0.3 0.4 -0.2
H -1.486996 -8.451140 1.244379 0.0 0.1 0.5
H -2.379431 -6.374936 1.406674 0.2 0.2 0.5
H -2.989736 -7.090188 2.905930 0.2 0.2 -0.3
H -0.510857 -5.890072 3.780188 -0.3 0.0 -0.4
H -2.171969 -5.367747 4.085959 0.4 -0.1 -0.2
H -0.664942 -4.502794 1.579477 -0.1 0.3 0.3
H -2.320666 -4.071164 2.059810 0.4 0.0 0.1
H -1.524811 -2.972403 4.137620 0.2 0.1 -0.3
H -0.891647 -2.186535 2.662805 0.2 -0.3 0.3
H 1.178964 -3.859875 3.054757 -0.1 0.1 0.4
H 0.596130 -3.919536 4.741545 0.1 0.3 -0.3
H 2.387746 -2.267981 4.497225 -0.3 0.3 -0.3
H 1.606285 -1.481325 3.116678 -0.2 -0.1 0.4
H 1.194187 -1.047775 6.100019 -0.1 -0.1 -0.4
H -0.343425 -1.305651 5.223532 0.4 0.1 0.2
H 1.779225 0.680370 4.293330 -0.5 0.0 -0.1
H 0.445196 1.150701 5.360325 0.1 -0.3 -0.3
H -1.106842 -0.130810 3.583425 0.1 0.5 -0.2
H 0.248129 0.042378 2.503707 -0.4 0.6 0.0
H -0.315822 4.063518 2.988755 -0.1 -0.4 0.3
H 0.028734 3.332968 4.554783 -0.6 -0.5 -0.3
H 1.791822 2.184739 2.782704 -0.1 0.2 0.0
H 2.049847 3.233001 3.972132 0.0 0.0 -0.3
H 0.425980 3.260646 0.884449 -0.4 -0.5 0.7
H 1.760949 1.251402 1.018236 -0.4 0.2 -0.1
H 1.423539 1.710296 -0.658006 -0.1 0.0 0.5
H 1.778770 -0.850746 -1.270938 0.0 0.2 0.4
H 2.364015 -0.784920 0.421074 -0.4 0.5 -0.1
H -0.113895 -2.422303 0.250369 0.4 0.0 -0.1
H 1.550358 -2.831791 0.854253 -0.5 0.2 -0.1
H 1.213299 -2.968760 -0.861668 -0.5 0.1 0.4
H -1.866805 3.332563 -0.153394 0.4 -0.1 -0.3
H -2.223048 2.305779 -2.245995 0.0 -0.2 0.6
H 0.513550 1.714353 -2.561860 -0.3 -0.3 0.1
H -0.391570 0.119687 -2.463162 0.5 0.5 0.0
H -0.837829 1.345800 -3.648849 0.2 0.0 0.6
C -2.531748 1.097109 -7.723107 -0.1 0.2 -0.1
C -1.126683 0.545068 -7.903750 0.0 -0.3 0.0
C -0.384856 1.193116 -6.746364 0.1 0.2 0.0
O -1.340832 1.371118 -5.693524 -0.1 -0.1 -0.4
C -2.658054 1.139986 -6.209435 0.0 -0.2 0.2
H -3.305791 0.493981 -8.196716 0.0 0.0 0.0
H -2.588839 2.109056 -8.132660 0.0 0.0 0.0
H -1.136170 -0.541497 -7.781208 0.0 0.0 0.0
H -0.684815 0.774158 -8.872930 0.0 0.0 0.0
H 0.000869 2.179733 -7.023122 0.1 0.0 -0.1
H 0.445965 0.584404 -6.385562 0.0 0.0 0.1
H -3.012891 0.182042 -5.813062 -0.1 0.0 0.0
H -3.328938 1.927986 -5.864526 0.1 0.0 0.1
C 7.237718 -0.917420 -0.693168 0.0 0.1 -0.2
C 6.891357 0.016100 0.456287 0.2 0.0 0.2
C 5.448366 -0.364876 0.741042 -0.2 0.0 -0.1
O 5.312456 -1.749648 0.407206 0.1 0.1 0.0
C 6.474394 -2.176247 -0.313934 0.0 -0.2 0.2
H 8.306930 -1.088845 -0.813693 0.0 0.0 0.0
H 6.848884 -0.512091 -1.631140 0.0 0.0 0.0
H 7.517158 -0.213004 1.322910 0.0 0.0 0.0
H 7.013866 1.072346 0.218338 0.0 0.0 0.0
H 4.755490 0.203931 0.109983 0.0 0.1 0.0
H 5.171924 -0.212137 1.786256 0.0 -0.1 0.0
H 7.067543 -2.815826 0.348345 0.1 0.0 -0.1
H 6.170571 -2.762864 -1.181973 -0.1 0.0 0.1
C -3.535988 -3.530418 -3.347171 -0.1 0.2 0.1
C -2.755947 -3.397562 -4.645107 0.0 -0.2 -0.2
C -1.334725 -3.214327 -4.136453 0.1 0.2 0.1
O -1.244906 -3.929718 -2.899415 -0.2 0.0 -0.1
C -2.560665 -4.302383 -2.473424 0.1 -0.2 0.0
H -4.495962 -4.033840 -3.460492 0.0 0.0 0.0
H -3.717192 -2.540171 -2.921243 0.0 0.0 0.0
H -2.831871 -4.324168 -5.220863 0.0 0.0 0.0
H -3.090523 -2.575522 -5.278188 0.0 0.0 0.0
H -1.118145 -2.159167 -3.933863 0.0 0.0 -0.1
H -0.585781 -3.595152 -4.833342 0.0 0.0 0.1
H -2.669285 -5.383269 -2.616940 -0.1 0.0 0.0
H -2.677910 -4.079654 -1.411314 0.1 0.0 0.0
C -1.424710 8.515716 -0.397944 0.1 -0.2 0.1
C -0.767767 9.788974 0.111233 -0.1 0.2 0.0
C 0.416708 9.927239 -0.831558 0.2 -0.1 0.0
O 0.017479 9.352147 -2.080457 -0.1 0.0 0.2
C -1.206423 8.631236 -1.897179 -0.1 0.1 -0.2
H -2.476263 8.424297 -0.127323 0.0 0.0 0.0
H -0.894707 7.641995 -0.008427 0.0 0.0 0.0
H -1.448684 10.634912 -0.016163 0.0 0.0 0.0
H -0.473858 9.743932 1.159587 0.0 0.0 0.0
H 1.284567 9.369007 -0.463864 0.0 0.1 0.1
H 0.712652 10.966077 -0.986465 0.0 0.0 -0.1
H -2.010217 9.204001 -2.372720 -0.1 -0.1 0.0
H -1.135673 7.658959 -2.387754 0.1 0.0 0.0
```
Forces are in eV/Å.

SMILES   CCCCCCCCCCC[C@@](CN)(O[C@@H](COCC)[C@@H](I)[C@@H](C)I)N(C(=O)F)C(=O)F.C1CCOC1.C1CCOC1.C1CCOC1.C1CCOC1
E_LUMO   0.18 eV
Multiplicity   1
E_HOMO   -8.94 eV



Gap between HOMO and LUMO: 8.0 9.1 (eV)